53
Properties=species:S:1:pos:R:3 method="wB97M-V/def2-TZVPD" charge=0 total_energy_ev=-42180.8733 orbital_gap_ev=8.82 e_lumo_ev=0.81 e_above_lowest_kcal_mol=29.26 smiles="CC(C)OP(=O)(OC(C)C)[C@@H](Nc1ccccc1)c1cccc2c1OCO2"
P 1.2624 -0.7413 1.0105
O 1.2899 0.1311 2.3412
O 0.4965 -1.9910 1.0733
O -4.0233 0.2342 0.3750
O 2.8231 -0.9616 0.7221
O -2.1039 -0.6744 -0.5120
N 0.5180 -0.3159 -1.4468
C -0.5581 2.3116 0.9800
C -0.5634 0.0588 3.8690
C -1.7103 2.8562 1.5108
C -2.9468 2.2304 1.3633
C 0.8427 -0.4458 3.5756
C 4.4897 -2.6666 0.7529
C 1.8368 -0.0535 4.6585
C -1.0832 1.2403 -4.9813
C -0.5647 2.0958 -4.0257
C 0.6806 0.4743 -0.2548
C 3.2721 -2.1222 0.0175
C 3.5959 -1.7435 -1.4213
C -2.9616 1.0486 0.6643
C -1.0836 -0.1245 -4.7400
C -0.5711 1.1076 0.2705
C -1.7972 0.4944 0.1317
C -0.5736 -0.6244 -3.5599
C -0.0495 1.6039 -2.8403
C -0.0465 0.2324 -2.5913
C -3.4925 -0.8523 -0.3526
H -1.2365 -0.2562 3.0756
H 0.3417 2.2912 -2.1063
H -1.4872 1.6315 -5.9028
H -3.9714 -0.9023 -1.3437
H 2.7152 -1.3222 -1.9011
H 0.8174 -1.5361 3.4607
H -1.6580 3.7882 2.0520
H -0.9144 -0.3438 4.8152
H -1.4902 -0.8035 -5.4758
H -3.6832 -1.7904 0.1932
H 0.3870 2.8148 1.1157
H 5.2712 -1.9115 0.7812
H 1.5460 -0.4944 5.6079
H 4.2223 -2.9303 1.7729
H 3.9176 -2.6224 -1.9732
H 2.4649 -2.8654 0.0363
H 1.4624 1.2274 -0.3974
H -0.5682 1.1450 3.9137
H 2.8318 -0.4008 4.3935
H 4.3914 -1.0023 -1.4376
H -3.8506 2.6473 1.7733
H -0.5636 3.1623 -4.1995
H 4.8645 -3.5507 0.2447
H 1.8614 1.0286 4.7586
H -0.5829 -1.6879 -3.3671
H 0.1478 -1.2361 -1.2328